Entry 1:
The following is a DFT calculation (ωB97M-V/def2-TZVPD) of C23H41EuN2P3Se as an isolated structure at a distorted geometry.

Geometry as XYZ:
```
71
Properties=species:S:1:pos:R:3
Eu 0.03788 0.00260 -0.12376
P -2.56196 -0.11140 -0.69682
P 0.19479 -2.63119 -0.29219
P -0.00562 2.62833 -0.35573
H 1.59550 -0.90687 -2.21173
C 1.94785 0.04499 -1.76400
C 2.56638 0.08447 -0.54620
H 2.71419 -0.82126 0.07122
C -2.74044 -0.14551 -2.51563
C -3.40038 -1.58817 -0.03453
C -3.52797 1.30765 -0.08320
C 1.93658 -3.17394 -0.27250
C -0.65447 -3.66590 0.94893
C -0.45271 -3.05292 -1.95140
C 1.69158 3.29506 -0.36434
C -0.92199 3.57568 0.90529
C -0.70360 2.98454 -2.00747
H 1.52243 0.95183 -2.24367
H 2.66313 1.01733 0.03757
H -3.83843 -0.19587 -2.63507
H -2.22264 -1.03950 -2.92410
H -2.29944 0.77773 -2.94963
H -4.42986 -1.41700 -0.39662
H -3.33669 -1.56433 1.07522
H -2.94164 -2.51766 -0.43179
H -4.54094 1.02485 -0.42641
H -3.15964 2.25696 -0.52606
H -3.43597 1.32814 1.02632
H 1.83133 -4.25958 -0.44711
H 2.36162 -2.92855 0.72691
H 2.50337 -2.64462 -1.06575
H -0.74678 -4.63552 0.42023
H -1.64264 -3.22112 1.21111
H 0.00093 -3.68515 1.84990
H -0.13740 -4.10481 -2.03844
H 0.02921 -2.40582 -2.71466
H -1.55018 -2.92238 -1.98482
H 1.49978 4.36281 -0.56770
H 2.28553 2.78907 -1.15284
H 2.15225 3.11364 0.63209
H -0.86220 4.60004 0.48512
H -0.38686 3.45313 1.87506
H -1.96040 3.18186 0.99318
H -0.49896 4.06529 -2.08814
H -1.78336 2.73949 -2.03462
H -0.15967 2.38887 -2.77286
C 0.91100 0.09982 -6.49113
C 2.00841 -0.09087 -5.63204
C 3.30965 -0.03160 -6.13220
C 3.53285 0.21356 -7.49403
C 2.44254 0.40160 -8.35665
C 1.13910 0.34555 -7.86318
Se -0.90058 0.04233 -5.85275
H -0.50522 -0.23744 -4.43291
H 1.82440 -0.28323 -4.57587
H 4.15255 -0.17842 -5.45726
H 4.55224 0.25738 -7.88125
H 2.60550 0.59239 -9.41654
H 0.28552 0.49048 -8.52584
N 0.00758 0.00150 7.53446
C 0.01853 0.00959 6.37003
C -0.00128 0.01088 4.92915
C -0.96604 -0.77461 4.26041
C -0.97770 -0.73114 2.87229
N -0.10011 0.05284 2.23067
C 0.86692 0.77447 2.82315
C 0.93870 0.79355 4.21705
H -1.69692 -1.39340 4.78527
H -1.68416 -1.29755 2.23236
H 1.54890 1.33860 2.14636
H 1.69613 1.41094 4.71526
```

Output
spin multiplicity = 7
⟨S²⟩ = 12.035
net charge = +3
frontier orbital gap (spin up / spin down) = 6.7409 / 3.1275 eV
relative energy (zero: lowest compared OMol25 entry of this formula, charge and spin) = 65.6 kcal/mol
strongest force on any atom = 2.02 eV/A

=====

Entry 2:
The following is a DFT calculation (ωB97M-V/def2-TZVPD) of a 2-piece molecular cluster, C7H13NO overall at a distorted geometry.

Geometry as XYZ:
```
22
Properties=species:S:1:pos:R:3
C -0.62705 0.46306 0.71610
C 0.62340 1.28516 0.26273
C -0.43421 -0.61553 1.74909
C -1.90469 0.44699 -0.07390
C 1.97309 -1.22516 -0.54077
C 0.77261 -0.50455 -1.02968
C 0.16035 -0.60732 -2.18868
N -0.35781 1.90761 1.29813
O -1.17676 2.82633 1.07450
H 0.62931 1.87045 -0.64881
H 1.55814 1.03949 0.74976
H -2.72523 0.72533 0.59224
H -0.41242 -1.60485 1.28778
H 0.48849 -0.47726 2.31458
H -1.26686 -0.57550 2.45547
H -1.88785 1.19311 -0.86892
H -2.09548 -0.53659 -0.50003
H 1.81149 -1.68152 0.43820
H 2.82961 -0.55076 -0.45073
H 2.25376 -2.02383 -1.23945
H 0.50799 -1.31959 -2.94038
H -0.71990 -0.03510 -2.45723
```

Output
frontier orbital gap (spin up / spin down) = 8.5774 / 7.9773 eV
relative energy (zero: lowest compared OMol25 entry of this formula, charge and spin) = 167.8 kcal/mol
strongest force on any atom = 2.25 eV/A

=====

Entry 3:
The following is a DFT calculation (ωB97M-V/def2-TZVPD) of C27H37Br30FN4O4PS2 as an isolated structure at a distorted geometry.

Geometry as XYZ:
```
106
Properties=species:S:1:pos:R:3
N -4.17657 -4.40936 1.51233
C -3.60724 -4.41612 2.92552
C -2.56927 -3.11397 2.99351
C -1.05491 -3.50409 2.50102
C -0.35297 -2.13448 1.93138
C 0.64793 -1.38556 2.99274
C 1.80269 -0.44250 2.31613
C 3.38400 -0.89245 2.15507
S 3.96360 -2.60730 2.71794
O 3.39904 -3.67073 1.73979
O 3.61221 -2.91912 4.19864
F 5.70625 -2.70712 2.61186
C 4.48847 0.11085 1.50820
N 4.06306 1.46108 1.07297
N 2.75882 1.79362 1.19164
P 2.41758 3.49320 0.61660
O 1.89064 4.53526 1.95538
O 1.35153 3.54506 -0.75915
S 4.10947 4.33007 -0.00063
C 1.54520 1.09949 1.72078
C 0.00905 1.67409 1.80122
C -0.86610 1.54659 0.42970
C -0.35202 0.43330 -0.65155
C -1.07859 0.84413 -2.10120
N -1.79715 -0.30811 -2.76173
C -3.02586 -0.03938 -3.62029
C -3.59624 -1.46636 -4.27667
C -2.61856 -2.66960 -3.74207
C -1.53838 -1.79636 -2.81052
H -4.74107 -3.52457 1.35601
H -3.37873 -4.31215 0.82033
H -4.48550 -4.14964 3.67341
H -3.06940 -5.43689 3.20689
H -3.07948 -2.28173 2.31547
H -2.46821 -2.68250 4.09558
H -1.10241 -4.27168 1.59663
H -0.48703 -3.99264 3.40198
H 0.22683 -2.30383 0.90221
H -1.20980 -1.34470 1.67385
H 0.03594 -0.69948 3.75372
H 1.14591 -2.22340 3.67837
H 5.63759 -0.18396 1.40741
H 1.70110 3.94646 2.75005
H 1.85755 3.41615 -1.61564
H -0.05853 2.81598 2.14104
H -0.59573 1.08307 2.64360
H -1.96533 1.21895 0.75726
H -0.99347 2.63277 -0.02270
H 0.79596 0.43720 -0.87676
H -0.78084 -0.63694 -0.38150
H -1.72707 1.80408 -1.92544
H -0.21333 1.17188 -2.85517
H -3.54812 0.97842 -3.86656
H -4.49724 -1.63790 -5.00833
H -2.60308 -3.82509 -3.95593
H -0.60673 -2.18488 -2.21850
C -4.39251 -8.43097 5.07592
Br -6.07974 -7.78362 4.35601
Br -2.97946 -8.40935 3.73924
Br -3.87827 -7.47211 6.68842
H -4.54682 -9.47677 5.36124
C 0.26450 -0.46458 -6.05149
Br -0.45203 -0.98182 -4.31839
Br 2.07894 0.22209 -5.90885
Br 0.13718 -1.90946 -7.34770
H -0.35917 0.35483 -6.42373
C -1.74321 -7.52752 -0.20587
Br -3.34723 -7.70697 -1.29167
Br -0.35942 -8.78348 -0.74588
Br -1.08820 -5.69605 -0.17965
H -2.02261 -7.78195 0.82181
C 6.20760 -0.03937 -2.08026
Br 5.65582 -1.80571 -2.67996
Br 5.06447 0.63135 -0.65633
Br 8.08679 0.00052 -1.57926
H 6.08917 0.63887 -2.93169
C 2.18241 3.28480 6.03334
Br 2.54884 2.33403 7.69038
Br 3.48282 4.69354 5.70438
Br 2.03195 2.07111 4.52060
H 1.20814 3.77027 6.15194
C 4.25167 7.60815 -2.51990
Br 4.48618 9.53918 -2.50512
Br 2.37575 7.10604 -2.40712
Br 5.13105 6.78400 -4.04680
H 4.74128 7.21968 -1.62085
C -7.37362 0.45718 -4.51214
Br -7.97718 2.13717 -3.73916
Br -5.53734 0.05033 -4.01552
Br -8.57980 -1.00900 -4.08861
H -7.39070 0.58128 -5.59990
C -0.01182 9.32316 0.28645
Br -1.77138 9.36786 1.11471
Br 0.95001 10.99488 0.53968
Br 1.02943 7.79163 0.88161
H -0.16837 9.20430 -0.79072
C 1.51788 9.63727 4.57021
Br -0.41300 9.43208 4.68719
Br 2.16829 11.04648 5.74280
Br 2.44441 7.95470 4.87756
H 1.74520 9.94469 3.54417
C 1.29669 -5.91843 -8.41143
Br 0.01485 -6.53614 -7.08501
Br 0.47057 -4.74519 -9.72481
Br 2.85416 -5.09671 -7.58497
H 1.65033 -6.80332 -8.95072
```

Output
net charge = +1
frontier orbital gap = 3.2346 eV
strongest force on any atom = 9.47 eV/A

=====

Entry 4:
The following is a DFT calculation (ωB97M-V/def2-TZVPD) of C3H10N2O as an isolated structure at a distorted geometry.

Geometry as XYZ:
```
16
Properties=species:S:1:pos:R:3
C -0.33864 -0.14267 0.14819
C -0.27028 0.94998 -0.86603
C 0.04376 -1.53184 -0.29115
N -1.50141 -0.11142 0.90683
N 1.09397 0.59779 1.13516
O 0.59932 0.66127 -1.94454
H 1.08446 1.45687 -2.18393
H -1.76855 0.80813 1.23213
H -1.52565 -0.78304 1.66198
H 2.00034 0.46428 0.69001
H 1.17898 0.30153 2.10656
H -1.26428 1.24445 -1.21876
H 0.25476 1.70485 -0.15475
H 0.10823 -2.20692 0.56118
H 1.00801 -1.50597 -0.78902
H -0.70304 -1.90731 -0.99387
```

Output
frontier orbital gap = 9.5288 eV
relative energy (zero: lowest compared OMol25 entry of this formula, charge and spin) = 54.3 kcal/mol
strongest force on any atom = 3.07 eV/A

=====

Entry 5:
The following is a DFT calculation (ωB97M-V/def2-TZVPD) of an isolated molecule of C5H7N.

Geometry as XYZ:
```
13
Properties=species:S:1:pos:R:3
C -0.98094 -0.74569 0.28523
C 0.24701 -1.19850 0.51402
C 1.46494 -0.35230 0.26109
N 1.26323 0.84194 -0.55021
C 0.08219 1.25295 -0.75189
C -1.20144 0.64577 -0.23628
H -1.85236 -1.37354 0.45867
H 0.40907 -2.21045 0.88095
H 1.90328 -0.02204 1.21435
H 2.24736 -0.94866 -0.22485
H -0.02325 2.15282 -1.36660
H -1.60509 1.30082 0.55137
H -1.95401 0.65687 -1.03586
```

Output
frontier orbital gap = 10.3813 eV
SMILES = C1=CCN=CC1
relative energy (zero: lowest compared OMol25 entry of this formula, charge and spin) = 21.7 kcal/mol
strongest force on any atom = 0.40 eV/A

=====

Entry 6:
The following is a DFT calculation (ωB97M-V/def2-TZVPD) of a 2-piece molecular cluster, C6H15P2 overall at a distorted geometry.

Geometry as XYZ:
```
23
Properties=species:S:1:pos:R:3
C 2.03623 -1.25141 0.34520
C 0.79470 -1.18284 0.82350
C -2.41631 -2.06771 0.03807
C 0.30960 4.10831 -2.80977
C -0.15410 1.33941 1.47346
C -2.08344 -0.82904 0.78830
P -0.18817 0.62921 -1.75597
P -0.48933 -0.00729 0.32591
H 2.83944 -1.88617 0.75839
H 2.34600 -0.71697 -0.52243
H 0.45957 -1.88435 1.57278
H -3.51789 -2.15045 0.04967
H -1.97246 -1.98362 -1.05616
H -1.90700 -2.93561 0.41228
H 0.22296 3.04632 -2.86087
H 0.41113 4.49769 -1.85264
H 0.22650 4.63581 -3.72979
H 0.94939 1.47472 1.66494
H -0.82949 1.12010 2.42129
H -0.57057 2.37614 1.16533
H -1.99723 -0.94481 1.90208
H -2.96397 -0.09570 0.95555
H -0.17683 -0.66458 -2.32988
```

Output
net charge = +1
frontier orbital gap (spin up / spin down) = 10.3858 / 5.1362 eV
relative energy (zero: lowest compared OMol25 entry of this formula, charge and spin) = 68.0 kcal/mol
strongest force on any atom = 3.59 eV/A

=====

Entry 7:
The following is a DFT calculation (ωB97M-V/def2-TZVPD) of C39H39DyOP2 as an isolated structure at a distorted geometry.

Geometry as XYZ:
```
82
Properties=species:S:1:pos:R:3
C -4.05210 0.00778 -2.76272
C -2.86769 -0.62062 -3.19716
C -2.90197 -1.94554 -3.65041
C -4.12710 -2.58672 -3.74504
C -5.31896 -1.96655 -3.37505
C -5.26190 -0.66077 -2.87290
P -1.30039 0.16093 -2.78265
C 0.05822 -0.59390 -3.68715
C 0.71331 -1.76411 -3.22707
C 1.74301 -2.29562 -4.00191
C 2.06660 -1.72375 -5.24238
C 1.39422 -0.58254 -5.70121
C 0.39268 0.00392 -4.92136
Dy -0.67333 -1.21846 -0.46355
P -2.23052 -0.61212 1.74054
C -2.80855 -2.25953 1.22373
C -4.17967 -2.54347 1.14828
C -4.59442 -3.56813 0.30357
C -3.67897 -4.33559 -0.42378
C -2.31431 -4.17114 -0.20635
C -1.84903 -3.19013 0.67416
C -1.21483 -0.93109 3.23328
C -0.16709 -0.03216 3.54219
C 0.78994 -0.37432 4.49225
C 0.71127 -1.59932 5.16826
C -0.35639 -2.46992 4.91924
C -1.32939 -2.13305 3.96930
C -3.56338 0.57068 1.98744
C -3.47056 1.81022 1.31096
C -4.45093 2.77513 1.52775
C -5.49152 2.54422 2.43848
C -5.54790 1.33495 3.13877
C -4.57097 0.35666 2.94623
C -1.28467 1.92782 -2.99611
C -2.09520 2.54223 -3.96997
C -2.03672 3.93070 -4.13068
C -1.20651 4.70253 -3.31130
C -0.43222 4.08779 -2.32208
C -0.47008 2.70982 -2.14789
H -0.10004 0.90925 2.98267
H 1.61934 0.30866 4.69247
H 1.48858 -1.87889 5.87959
H -0.40569 -3.42771 5.43826
H -2.17345 -2.80814 3.78910
H -4.90327 -1.96221 1.73479
H -5.66857 -3.74150 0.22371
H -4.07248 -5.05285 -1.15386
H -1.58615 -4.81572 -0.70538
H -0.78346 -3.15109 1.03080
H -2.60635 1.99561 0.65827
H -4.39155 3.72796 1.00538
H -6.24617 3.31221 2.61998
H -6.35076 1.14404 3.84879
H -4.56850 -0.55031 3.56721
H -2.75153 1.93042 -4.60537
H -2.65533 4.39069 -4.90533
H -1.19672 5.78347 -3.42948
H 0.20839 4.68784 -1.67187
H 0.13513 2.20254 -1.38303
H 0.39252 -2.29153 -2.28748
H 2.26945 -3.17552 -3.61706
H 2.83359 -2.17049 -5.86439
H 1.61876 -0.11848 -6.66608
H -0.16004 0.90128 -5.24960
H -2.00384 -2.47937 -3.94768
H -4.13147 -3.61083 -4.09918
H -6.24623 -2.52809 -3.46521
H -6.14304 -0.08761 -2.57008
H -4.06526 1.02226 -2.33739
H -2.48003 -0.38057 -0.26030
H -1.93738 0.26153 -1.01632
C 2.37120 1.71361 0.41974
C 2.23775 0.61255 -0.61349
C 3.51950 -0.18961 -0.59362
O 1.09419 -0.18659 -0.29171
H 2.34491 1.33091 1.45079
H 1.61637 2.48694 0.31919
H 3.35393 2.17236 0.26742
H 2.05967 1.05268 -1.61434
H 3.60204 -0.84340 0.27360
H 3.65923 -0.79353 -1.50300
H 4.33708 0.51878 -0.55075
```

Output
spin multiplicity = 6
⟨S²⟩ = 9.359
net charge = +2
frontier orbital gap (spin up / spin down) = 7.2658 / 7.4163 eV
strongest force on any atom = 2.96 eV/A

=====

Entry 8:
The following is a DFT calculation (ωB97M-V/def2-TZVPD) of a 2-piece molecular cluster, CH4ClO2P overall at a distorted geometry.

Geometry as XYZ:
```
9
Properties=species:S:1:pos:R:3
O 1.25915 -1.13868 0.67304
P 1.87904 -0.36352 -0.58171
Cl 2.35598 1.40718 0.26097
H 0.39782 -1.63477 0.71934
H 3.14994 -0.80500 -0.49535
C -2.25340 0.60999 -0.15956
O -1.28375 -0.12620 -0.13421
H -3.27873 0.29397 -0.11520
H -2.22605 1.75704 -0.16732
```

Output
frontier orbital gap = 9.2391 eV
SMILES = OPCl.C=O
relative energy (zero: lowest compared OMol25 entry of this formula, charge and spin) = 17.5 kcal/mol
strongest force on any atom = 2.54 eV/A

=====

strongest force on any atom of number 3 (C27H37Br30FN4O4PS2)?
9.47 eV/A

=====

Look up the strongest force on any atom of the fifth one.
0.40 eV/A

=====

The highest strongest force on any atom belongs to which entry?
C27H37Br30FN4O4PS2